[1]
A single C18H21ClN4O4S2 molecule at a distorted geometry. Source: the OMol25 dataset; level of theory: wB97M-V/def2-TZVPD.

Geometry as XYZ:
```
50
Properties=species:S:1:pos:R:3
O -1.11373 0.63246 1.85316
O -1.79935 1.41141 -2.27725
O 1.99477 2.36498 6.56061
O 3.91624 1.49112 5.29000
Cl 1.42667 -4.76215 0.26303
N -0.20956 -2.15102 -0.85762
S -1.27312 -1.56662 -3.20551
C -0.28934 1.52630 1.91442
C -1.26911 1.25218 -1.17935
C -0.79398 -1.20404 -1.56773
C 0.25139 -5.31914 -3.55886
C 0.82644 -5.49715 -2.29587
C -0.43582 -4.16370 -3.84586
C 0.69986 -4.48684 -1.30877
C -0.01149 -3.28764 -1.65364
C -0.49244 -3.12068 -2.93542
N -0.88316 -0.02278 -0.81059
N 0.26896 1.78685 3.17936
N 0.05807 2.21585 0.76901
C 1.40645 1.94468 0.22180
C 0.15154 0.81434 4.26000
C 0.79291 3.13226 3.51698
C 1.87610 3.06884 -0.72181
C 0.81976 3.34654 -1.83112
C -0.53093 3.69574 -1.18273
C 1.53309 0.38919 4.68705
C 2.24130 3.01433 3.94765
C -0.95868 2.45455 -0.26737
S 2.48185 1.80990 5.25980
H 0.29948 -6.16479 -4.22989
H 1.38904 -6.38721 -2.07388
H -0.90911 -4.06402 -4.82692
H -0.58585 -0.14075 0.15501
H 1.37263 0.97445 -0.26002
H 2.09576 1.85988 1.05602
H -0.42502 -0.07710 4.01065
H -0.34882 1.25386 5.10838
H 0.16616 3.54175 4.34002
H 0.68447 3.82373 2.69785
H 2.81266 2.81141 -1.20598
H 1.98132 4.01279 -0.15848
H 1.17497 4.21819 -2.40551
H 0.75161 2.48858 -2.51790
H -0.44057 4.58957 -0.56141
H -1.32476 3.85817 -1.91851
H 2.08524 -0.06244 3.90194
H 1.39784 -0.30531 5.50407
H 2.89597 2.68887 3.09532
H 2.61186 3.97139 4.34339
H -1.91069 2.79807 0.18133
```

Properties
**Energy**: -2475.0877 Eh
**Energy relative to the best compared isomer or geometry (same formula, charge and spin)**: 1.0 kcal/mol
**SMILES string**: O=C(Nc1nc2c(Cl)cccc2s1)[C@@H]1CCCCN1C(=O)N1CCS(=O)(=O)CC1
**Largest force on an atom**: 3.99 eV/A
**Molecular weight**: 456.98 g/mol



[2]
A molecular structure, C18H21CsN2OS2. Source: the OMol25 dataset; level of theory: wB97M-V/def2-TZVPD.

Geometry as XYZ:
```
45
Properties=species:S:1:pos:R:3
Cs 1.41206 -1.76762 -1.40921
C 0.68231 -1.42531 1.91530
N -0.61665 -1.09418 1.35182
C -0.91245 0.32427 1.38914
C -0.16683 1.19827 0.38336
N -0.45069 0.90613 -1.00533
C -1.87319 0.75904 -1.28108
C 0.30545 1.63638 -1.96781
C 0.99846 2.78482 -1.57507
C 1.80894 3.50188 -2.44417
C 1.93176 3.06717 -3.75314
C 1.23969 1.94015 -4.16625
C 0.40408 1.18651 -3.32025
S -0.39260 -0.22329 -3.96732
C -1.65213 -1.92280 1.91188
C -2.34697 -1.47475 3.03606
C -3.35098 -2.21555 3.64065
C -3.65154 -3.46503 3.10565
C -2.95676 -3.92976 2.00522
C -1.93429 -3.19358 1.35530
S -1.16791 -3.89076 -0.03307
H 0.74383 -1.14097 2.98127
H 1.49734 -0.91904 1.39356
H 0.83886 -2.50150 1.83109
H -0.69574 0.76620 2.38087
H -1.98355 0.43883 1.22728
H 0.91425 1.12971 0.53999
H -0.45426 2.23341 0.65433
H -2.03852 0.79886 -2.35244
H -2.45148 1.56195 -0.78887
H -2.23323 -0.20953 -0.92849
H 0.91096 3.13453 -0.55604
H 2.34801 4.37192 -2.08762
H 2.58015 3.58744 -4.45020
H 1.34141 1.58437 -5.18361
H -2.09296 -0.50480 3.44911
H -3.87774 -1.82968 4.50581
H -4.43286 -4.07839 3.54419
H -3.20004 -4.89859 1.58695
C 4.20253 1.07437 -0.52622
C 4.29126 -0.40199 -0.98544
O 3.84398 -1.19263 -0.14022
H 5.23443 1.41360 -0.36619
H 3.63276 1.18243 0.41313
H 3.77082 1.69756 -1.31393
```

Properties
**Energy**: -1699.7508 Eh
**Energy relative to the best compared isomer or geometry (same formula, charge and spin)**: 6.8 kcal/mol
**Largest force on an atom**: 0.77 eV/A
**Molecular weight**: 478.42 g/mol
**Net charge**: -2



[3]
A molecular structure, C18H21FN3O4Ti at a distorted geometry. Source: the OMol25 dataset; level of theory: wB97M-V/def2-TZVPD.

Geometry as XYZ:
```
48
Properties=species:S:1:pos:R:3
Ti -0.17027 -0.15468 0.52863
N -0.71412 0.81585 -1.44062
C 0.31445 1.43955 -2.29789
C 1.03325 0.43562 -3.18498
C 1.64715 -0.79288 -2.50722
C 2.59821 -0.48063 -1.34959
N 1.97749 -0.80587 -0.04706
H -1.18611 0.05593 -1.92526
H -1.42210 1.50700 -1.21397
H 1.02456 1.94182 -1.63643
H -0.12464 2.20993 -2.93862
H 1.82328 0.98891 -3.70426
H 0.34024 0.09352 -3.96085
H 2.18120 -1.35771 -3.27373
H 0.85910 -1.45393 -2.13513
H 2.85263 0.58213 -1.33462
H 3.53678 -1.02887 -1.47041
H 2.60914 -0.57265 0.71152
H 1.83240 -1.81702 0.01646
O -3.38747 -4.19039 4.78040
C -3.50656 -2.95910 4.92143
O -4.02707 -2.29685 5.84441
C -2.92361 -2.11055 3.77771
C -3.25201 -0.76088 3.64281
C -2.72565 -0.03687 2.60430
N -1.88998 -0.57242 1.69690
C -1.56260 -1.88878 1.81056
C -2.06439 -2.66423 2.84734
C -0.61823 -2.41028 0.72480
O 0.28845 -3.19105 1.02125
O -0.83461 -1.90315 -0.47057
H -3.90680 -0.31672 4.37954
H -2.94371 1.01536 2.46450
H -1.81608 -3.71413 2.92273
F -3.29927 5.56411 2.24237
C -2.31134 4.64326 2.06700
C -1.91277 3.87518 3.14231
C -0.89895 2.94573 2.95759
C -0.27753 2.74348 1.71629
C 0.74982 1.68906 1.52243
C -0.71998 3.55891 0.66701
C -1.72832 4.50778 0.82843
H -2.38214 4.00808 4.10835
H -0.58166 2.34111 3.79989
H 1.19406 1.42077 2.48650
H 1.55085 2.04243 0.86029
H -0.23428 3.47610 -0.30117
H -2.04996 5.13872 0.00977
```

Properties
**Energy**: -2113.2000 Eh
**Energy relative to the best compared isomer or geometry (same formula, charge and spin)**: 2.4 kcal/mol
**Largest force on an atom**: 1.06 eV/A
**Multiplicity**: 3
**Molecular weight**: 410.25 g/mol
**Net charge**: -1
**Expectation value of S²**: 2.0074



[4]
A molecular structure, C18H21FNO5PS2Sc at a distorted geometry. Source: the OMol25 dataset; level of theory: wB97M-V/def2-TZVPD.

Geometry as XYZ:
```
50
Properties=species:S:1:pos:R:3
Sc -2.11205 -0.24777 0.84143
C -6.12200 -4.80631 -0.07427
C -6.07627 -3.45433 -0.73370
O -5.70711 -2.48829 0.36063
P -4.52602 -1.47069 0.00537
S -4.52625 -0.08474 1.48707
S -2.74046 -2.44188 -0.26099
O -4.98983 -0.82057 -1.40043
C -4.13519 0.18816 -2.06914
C -5.07123 1.28260 -2.49966
H -6.38865 -5.63171 -0.75820
H -6.83486 -4.74853 0.76825
H -5.12996 -5.02762 0.36508
H -7.03077 -3.10371 -1.15307
H -5.32440 -3.38282 -1.53266
H -3.61716 -0.30977 -2.89384
H -3.38757 0.55006 -1.34033
H -5.85939 0.86271 -3.13450
H -4.54507 2.07399 -3.05788
H -5.56643 1.71058 -1.61097
C 4.82631 2.31560 2.59956
C 4.31056 2.66160 1.19690
C 5.36869 2.49540 0.10434
C 5.75212 1.02095 -0.07459
C 4.54791 0.11605 -0.23197
C 4.63551 -1.13968 -0.83124
C 3.46621 -1.90670 -0.98706
F 3.55504 -3.11752 -1.57690
C 2.22167 -1.48206 -0.56904
C 2.12338 -0.22611 0.05637
C 0.82672 0.24561 0.49735
O -0.14416 -0.61193 0.22684
C 0.74477 1.55850 1.14125
C 1.94781 2.26948 1.29226
N 3.15343 1.82768 0.86287
C 3.28483 0.59343 0.23461
C -0.51752 2.22602 1.70080
O -0.41900 3.35360 2.16465
O -1.63449 1.54502 1.64694
H 5.75437 2.86267 2.82323
H 5.02087 1.22898 2.64357
H 4.06325 2.54309 3.36696
H 3.95353 3.71219 1.17945
H 6.25402 3.08818 0.35972
H 4.97838 2.90110 -0.84604
H 6.37038 0.70508 0.79681
H 6.39376 0.90892 -0.96451
H 5.58935 -1.50562 -1.19495
H 1.31972 -2.07318 -0.70937
H 1.94325 3.23430 1.78300
```

Properties
**Energy**: -3127.9990 Eh
**Largest force on an atom**: 2.69 eV/A
**Multiplicity**: 2
**Molecular weight**: 490.43 g/mol
**Expectation value of S²**: 0.7764



[5]
2 unconnected molecules or ions with the total composition C18H21IN5O2 at a distorted geometry. Source: the OMol25 dataset; level of theory: wB97M-V/def2-TZVPD.

Geometry as XYZ:
```
47
Properties=species:S:1:pos:R:3
N 4.33104 -1.11731 3.10458
C 4.66242 -0.07628 2.16828
N 5.58202 -0.42485 1.25357
N 5.83053 0.60087 0.46719
I 7.30532 0.20482 -0.96179
C 5.29197 1.81639 0.45228
C 4.28750 2.24688 1.41309
C 3.96721 1.19905 2.37516
C 2.94399 1.36775 3.51826
C 1.72649 2.33419 3.14118
C 0.48574 1.43660 2.75016
C -0.13673 1.79052 1.32417
N -0.65095 0.50706 0.77137
C -1.68332 -0.07873 1.49110
C -1.92885 -1.30741 0.75084
C -0.98957 -1.36041 -0.40177
C -0.18190 -0.15726 -0.33406
H 3.40509 -1.50112 2.89585
H 4.97525 -1.90725 2.97370
H 5.61789 2.54222 -0.32410
H 3.82462 3.24831 1.42672
H 2.54644 0.41500 3.92987
H 3.47953 1.87697 4.37041
H 1.45722 2.86747 4.09109
H 1.99885 3.09803 2.37856
H 0.83811 0.37375 2.64467
H -0.32966 1.42031 3.50937
H 0.64067 2.16797 0.61146
H -0.95237 2.55358 1.39741
H -2.18274 0.29018 2.40151
H -2.68106 -2.07419 1.03179
H -0.86780 -2.14950 -1.16695
H 0.64015 0.21978 -0.96527
C -5.17192 -1.16123 -2.16596
C -6.06463 -1.40485 -3.20277
C -5.59012 -1.72214 -4.46806
C -4.22079 -1.79638 -4.68043
C -3.32191 -1.54753 -3.65334
C -3.80219 -1.22829 -2.39168
N -3.71442 -2.15574 -6.01030
O -4.52906 -2.34912 -6.89353
O -2.50655 -2.24327 -6.15226
H -5.54521 -0.91901 -1.17713
H -7.13151 -1.35035 -3.02371
H -6.29252 -1.91035 -5.26950
H -2.25350 -1.60037 -3.81917
H -3.10878 -1.03477 -1.58184
```

Properties
**Energy**: -1420.0023 Eh
**Largest force on an atom**: 4.94 eV/A
**Molecular weight**: 466.30 g/mol
**Net charge**: +1



[6]
A molecular structure, C18H21MnN5O2 at a distorted geometry. Source: the OMol25 dataset; level of theory: wB97M-V/def2-TZVPD.

Geometry as XYZ:
```
47
Properties=species:S:1:pos:R:3
N -3.07446 -0.09921 0.59810
C -4.06832 -0.55326 0.26241
C -5.40816 -1.13563 0.02413
H -5.35389 -2.09685 -0.50481
H -6.04844 -0.48858 -0.58123
H -5.84178 -1.25482 1.02104
N 1.23285 2.46650 1.38687
C 1.42822 3.61139 1.40535
C 1.76907 5.04942 1.35533
H 1.05756 5.65153 0.74034
H 2.74425 5.17320 0.86292
H 1.83699 5.43292 2.39262
N 2.14720 -1.97904 -0.34730
C 2.76779 -2.69726 -1.01459
C 3.53585 -3.62194 -1.84404
H 4.47199 -3.80416 -1.31339
H 3.71842 -3.24409 -2.87222
H 2.96084 -4.54555 -1.94671
Mn -0.49438 0.72418 -2.96985
C 1.68811 -0.16106 1.99026
O 2.73126 -0.00237 1.55056
C -0.82562 0.82896 2.73377
O -0.90550 1.87272 3.16316
C -2.01377 1.76174 -3.85677
C -1.74152 0.42266 -4.43950
C -0.32436 0.00482 -4.68944
C 0.82678 0.91992 -4.38795
C 0.53667 2.25747 -3.80642
C -0.86751 2.65145 -3.53921
H -2.89056 1.88904 -3.14798
H -2.43317 -0.40218 -4.14366
H -0.02802 -1.05387 -4.68186
H 1.81609 0.47940 -4.04314
H 1.35646 2.69608 -3.11949
H -0.94855 3.46714 -2.77071
C -2.42359 -2.03208 2.82018
C -1.21065 -2.68115 2.41906
N -0.10017 -2.05944 2.02532
C 0.78035 -3.06454 1.75420
C 0.21325 -4.30055 2.06855
N -1.03038 -4.02285 2.50187
H -3.29256 -2.61041 2.55928
H -2.55991 -1.84115 3.87783
H -2.62408 -1.12173 2.28898
H 1.72360 -2.88804 1.35159
H 0.63847 -5.26388 1.98263
H -1.78899 -4.69964 2.84047
```

Properties
**Energy**: -2271.7201 Eh
**Largest force on an atom**: 7.37 eV/A
**Multiplicity**: 4
**Molecular weight**: 394.34 g/mol
**Net charge**: +4
**Expectation value of S²**: 3.7768